{"formula": "H4O2", "method": "ωB97M-V with the def2-TZVPD basis set", "total_charge": 0, "homo_energy_ev": -11.07, "max_force_ha_per_bohr": 0.0494, "e_tot_ev": -4159.636, "e_above_lowest_kcal_mol": 7.0, "lumo_energy_ev": 0.7, "smiles": "O.O", "symbols": ["O", "O", "H", "H", "H", "H"], "positions_angstrom": [[-1.807, -0.157, -0.010], [1.426, -0.100, -0.174], [-1.027, -0.631, -0.458], [1.672, -0.743, 0.539], [-1.755, 0.838, -0.149], [1.492, 0.792, 0.252]], "nbo_charge": [-0.97, -0.95, 0.49, 0.48, 0.48, 0.48]}